Record 1
The following is a DFT calculation (ωB97M-V/def2-TZVPD) of a cluster of 7 separate species, C21H30INO26S6 in total at a distorted geometry.

The value obtained for the energy is -150095.0977 eV. The SMILES is Cc1c(I)ccc2c1C(=O)NC2=O.O=S1(=O)OCCO1.O=S1(=O)OCCO1.O=S1(=O)OCCO1.O=S1(=O)OCCO1.O=S1(=O)OCCO1.O=S1(=O)OCCO1. The value obtained for the frontier orbital gap is 0.3250 hartree.

Each line ends with the Mulliken charge.
Positions of all 85 atoms, in Å:
C  -4.3601  0.9453  -3.2430  -1.45
C  -3.6532  -0.1589  -2.5070  0.77
C  -4.2105  -0.9453  -1.4923  -0.38
I  -6.1863  -0.6171  -0.8293  0.20
C  -3.4948  -1.9724  -0.8890  -0.63
C  -2.1856  -2.2504  -1.2481  -0.73
C  -1.6255  -1.4618  -2.2292  0.48
C  -2.3363  -0.4528  -2.8488  0.72
C  -1.4300  0.1538  -3.8864  0.09
O  -1.6858  0.7653  -4.8704  -0.51
N  -0.0706  -0.2122  -3.4697  -0.47
C  -0.2427  -1.4952  -2.8121  -0.03
O  0.5720  -2.3589  -2.7404  -0.47
H  -3.8362  1.8941  -3.1428  0.30
H  -5.3706  1.0862  -2.8781  0.40
H  -4.3865  0.6860  -4.2994  0.32
H  -3.9669  -2.5761  -0.1272  0.42
H  -1.6302  -3.0554  -0.7905  0.63
H  0.0529  0.4046  -2.6576  0.26
C  0.7551  3.8342  -0.1582  -0.27
C  1.7079  2.7482  0.2760  0.10
O  0.9358  1.9593  1.2109  -0.39
S  -0.5981  1.9607  0.7815  0.93
O  -0.8643  0.7638  0.0577  -0.16
O  -1.3799  2.3334  1.9029  -0.60
O  -0.5247  3.1785  -0.2511  -0.39
H  0.6808  4.6267  0.5892  0.31
H  1.0250  4.2643  -1.1181  0.32
H  2.6072  3.1471  0.7431  0.09
H  1.9899  2.1064  -0.5617  0.12
C  -0.4117  -2.3789  2.4695  -0.18
C  0.5332  -3.4794  2.9027  -0.20
O  -0.2397  -4.2702  3.8169  -0.33
S  -1.7778  -4.2607  3.3696  1.08
O  -2.0520  -5.4297  2.6142  -0.55
O  -2.5666  -3.8945  4.4876  -0.55
O  -1.6885  -3.0240  2.3550  -0.21
H  -0.4866  -1.5974  3.2278  0.23
H  -0.1300  -1.9329  1.5185  0.22
H  1.4255  -3.0996  3.3911  0.33
H  0.8226  -4.1145  2.0622  0.17
C  1.5023  -6.5447  -1.6401  -0.38
C  1.7032  -5.1109  -1.2000  0.08
O  2.9327  -5.1380  -0.4566  -0.28
S  3.9137  -6.2403  -1.0803  1.12
O  4.8285  -5.6066  -1.9580  -0.54
O  4.3518  -7.0892  -0.0336  -0.54
O  2.8197  -7.0090  -1.9644  -0.34
H  1.1104  -7.1630  -0.8296  0.32
H  0.8507  -6.6270  -2.5055  0.33
H  0.8935  -4.7459  -0.5742  -0.01
H  1.8297  -4.4432  -2.0524  0.25
C  4.4050  6.3704  3.1787  -0.35
C  4.0322  7.2909  2.0355  -0.32
O  4.7375  6.7573  0.9064  -0.35
S  4.8438  5.1652  1.0418  1.15
O  3.7994  4.5770  0.2785  -0.44
O  6.1970  4.7898  0.8850  -0.60
O  4.4433  5.0629  2.5888  -0.34
H  5.3974  6.5995  3.5708  0.30
H  3.6806  6.3940  3.9880  0.32
H  4.3280  8.3210  2.2103  0.32
H  2.9617  7.2503  1.8223  0.26
C  -8.5834  -1.8576  2.8710  -0.25
C  -8.8487  -0.8782  3.9949  -0.33
O  -8.8591  0.4033  3.3517  -0.31
S  -9.4439  0.2571  1.8685  1.11
O  -10.8169  0.6051  1.8704  -0.55
O  -8.5221  0.8506  0.9693  -0.49
O  -9.3259  -1.3374  1.7593  -0.28
H  -7.5259  -1.8787  2.5994  0.21
H  -8.9180  -2.8642  3.1053  0.31
H  -8.0834  -0.9055  4.7650  0.31
H  -9.8287  -1.0433  4.4478  0.29
C  7.7697  2.5116  -2.5451  -0.33
C  7.0852  1.3914  -3.3008  -0.41
O  5.8546  1.1905  -2.5940  -0.29
S  5.3412  2.5861  -2.0007  1.22
O  4.3760  3.1381  -2.8814  -0.61
O  5.0826  2.4070  -0.6203  -0.47
O  6.7066  3.4008  -2.1794  -0.29
H  8.2434  2.1478  -1.6312  0.29
H  8.5038  3.0364  -3.1501  0.30
H  7.6660  0.4737  -3.3116  0.30
H  6.8489  1.6855  -4.3256  0.30


Record 2
The following is a DFT calculation (ωB97M-V/def2-TZVPD) of a structure of composition C21H30MnN6O2PSe3Te.

The value obtained for the energy is -279239.4459 eV. The expectation value of S² is 0.8252. The net charge is +1. As for the multiplicity: 2. For the energy above the lowest of the compared OMol25 structures with the same formula, charge and spin, the calculation gives 3.99 kcal/mol. The value obtained for the frontier orbital gap (spin up / spin down) is 0.2574 / 0.2544 hartree.

Each line ends with the Löwdin spin population.
Positions of all 65 atoms, in Å:
Mn  -0.7530  0.7633  0.2682  1.00
C  0.4489  -1.3275  -1.8418  0.00
C  0.9030  -0.2450  -2.8084  0.00
C  2.2690  0.3693  -2.5867  0.00
C  2.6732  1.3391  -3.5034  0.00
C  3.8752  1.9882  -3.3289  0.00
C  4.6662  1.6315  -2.2462  0.00
C  4.2136  0.6248  -1.4211  0.00
N  3.0431  -0.0094  -1.5729  0.00
N  -0.7514  -0.9742  -1.0375  0.00
C  -0.9899  -2.1093  -0.1264  0.00
C  -2.0625  -1.7972  0.8765  0.00
C  -2.7701  -2.8078  1.5097  0.00
C  -3.7577  -2.4663  2.4173  0.00
C  -4.0245  -1.1243  2.6394  0.00
C  -3.2718  -0.1795  1.9681  0.00
N  -2.2916  -0.5036  1.1182  0.00
C  -1.9414  -0.8256  -1.9222  0.00
C  -2.3875  0.5962  -2.1198  0.00
C  -3.1022  0.9796  -3.2422  0.00
C  -3.5915  2.2740  -3.3134  0.00
C  -3.3418  3.1443  -2.2654  0.00
C  -2.5864  2.6959  -1.1984  0.00
N  -2.1211  1.4448  -1.1217  -0.01
H  0.2048  -2.2399  -2.4004  0.00
H  1.2513  -1.5740  -1.1480  0.00
H  0.8884  -0.6349  -3.8290  0.00
H  0.1842  0.5793  -2.7943  0.00
H  2.0226  1.5923  -4.3310  0.00
H  4.1945  2.7546  -4.0223  0.00
H  5.6138  2.1119  -2.0494  0.00
H  4.8332  0.3092  -0.5891  0.00
H  -1.2620  -3.0082  -0.6941  0.00
H  -0.0619  -2.3118  0.4030  0.00
H  -2.5547  -3.8432  1.2802  0.00
H  -4.3234  -3.2339  2.9284  0.00
H  -4.8034  -0.8075  3.3178  0.00
H  -3.4541  0.8773  2.1092  0.00
H  -1.7692  -1.3094  -2.8871  0.00
H  -2.7818  -1.3488  -1.4596  0.00
H  -3.2737  0.2716  -4.0421  0.00
H  -4.1550  2.5990  -4.1778  0.00
H  -3.7008  4.1630  -2.2778  0.00
H  -2.3137  3.3528  -0.3837  0.00
Se  0.6688  2.5345  -0.8330  0.00
Se  2.1000  3.2120  0.8557  0.00
Te  0.3995  4.3693  2.2949  0.00
Se  -1.2276  2.4453  2.3106  -0.01
N  0.7525  0.4765  4.7452  0.00
C  0.9288  -0.8391  4.1353  0.00
P  1.6081  -0.5479  2.4774  0.00
O  2.8342  0.3021  2.5800  0.00
O  0.5131  -0.2748  1.4829  0.01
C  2.3727  -2.1475  1.8987  0.00
N  3.4311  -1.6331  0.9759  0.00
H  1.6384  0.9709  4.7735  0.00
H  0.3976  0.4016  5.6899  0.00
H  -0.6044  1.6501  3.3942  0.00
H  -0.0394  -1.3364  4.0393  0.00
H  1.6060  -1.5051  4.6853  0.00
H  1.7082  -2.8143  1.3562  0.00
H  2.8544  -2.6865  2.7125  0.00
H  3.7649  -0.7605  1.4576  0.00
H  3.0259  -1.3041  0.0850  0.00
H  4.1806  -2.2938  0.7891  0.00